Run w
This record from the OMol25 dataset describes C3H4N4 in the gas phase. The level of theory is the ωB97M-V functional and the def2-TZVPD basis.

Geometry as XYZ:
```
11
Properties=species:S:1:pos:R:3
N -1.9154 -0.4731 -1.0827
C -0.5850 -0.4443 -0.7983
C 0.1577 0.3797 2.5635
N 1.0478 0.4952 1.7981
C 1.8640 0.5706 0.6766
N 1.4114 0.5835 -0.5114
N 0.0518 0.6548 -0.6731
H -2.4201 -1.3410 -1.0700
H -2.4409 0.3858 -1.0361
H -0.1055 -1.4238 -0.7153
H 2.9343 0.6126 0.8488
```

Results
Molar mass: 96.09 g/mol
Frontier orbital gap: 9.6 eV

Mulliken population analysis, charges in e, atoms 1 to 6: number 1, N, carries -0.365; number 2, C, carries 0.088; number 3, C, carries -0.092; number 4, N, carries -0.060; number 5, C, carries 0.042; number 6, N, carries -0.296

Run x
This record from the OMol25 dataset describes C3H4N4 in the gas phase. The level of theory is the ωB97M-V functional and the def2-TZVPD basis.

Geometry as XYZ:
```
11
Properties=species:S:1:pos:R:3
C 0.7926 -0.3028 -1.0774
C -0.5445 -0.0346 -1.3999
N -1.3166 0.6914 -0.5207
N -1.2600 -0.0234 0.7712
C -0.1074 -0.2951 1.3086
N 1.2059 0.0017 1.1836
N 1.5951 0.0516 -0.0419
H 1.1680 -1.0069 -1.9689
H -0.8296 -0.3292 -2.4193
H -2.3319 0.9797 -0.6646
H -0.4219 -0.8974 2.3193
```

Results
Molar mass: 96.09 g/mol
Frontier orbital gap: 7.5 eV
SMILES: C1=CNN=CN=N1

Mulliken population analysis, charges in e, atoms 1 to 6: number 1, C, carries -0.197; number 2, C, carries -0.004; number 3, N, carries -0.237; number 4, N, carries -0.404; number 5, C, carries 0.267; number 6, N, carries -0.265

The computed energies, referenced to the most stable structure and given in eV, are run w 0.000; run x 2.645.

Run w
This record from the OMol25 dataset describes C3H4N4 in the gas phase. The level of theory is the ωB97M-V functional and the def2-TZVPD basis.

Geometry as XYZ:
```
11
Properties=species:S:1:pos:R:3
N -1.2763 1.2920 -0.5902
C -0.3017 0.7843 0.3221
C -0.4520 -0.4801 0.8789
N 0.0639 -1.5664 0.9488
C 1.0940 -1.8343 -0.0126
N 1.4414 -0.7790 -0.6904
N 1.1004 0.3854 -0.6476
H -2.1914 1.3497 -0.1603
H -0.9974 2.2222 -0.8870
H 0.1195 1.4641 1.0647
H 1.3996 -2.8380 -0.2265
```

Results
Molar mass: 96.09 g/mol
Frontier orbital gap (spin up / spin down): 7.8 / 7.8 eV

Mulliken population analysis, charges in e, atoms 1 to 6: number 1, N, carries -0.621; number 2, C, carries 0.350; number 3, C, carries 0.165; number 4, N, carries -0.391; number 5, C, carries -0.227; number 6, N, carries 0.002

Run x
This record from the OMol25 dataset describes C3H4N4 in the gas phase. The level of theory is the ωB97M-V functional and the def2-TZVPD basis.

Geometry as XYZ:
```
11
Properties=species:S:1:pos:R:3
N -0.5174 0.8312 1.5719
C -0.1889 0.2110 0.2589
C 0.9903 -0.5416 0.4332
N 1.3520 -1.1412 -0.7289
C 0.5644 -0.9305 -1.7882
N -0.5509 -0.1991 -1.8826
N -0.9581 0.4210 -0.7725
H -0.4670 1.8519 1.5903
H -1.4020 0.5274 1.9840
H 0.3185 0.3882 2.0491
H 0.8591 -1.4185 -2.7152
```

Results
Molar mass: 96.09 g/mol
Frontier orbital gap: 7.7 eV

Mulliken population analysis, charges in e, atoms 1 to 6: number 1, N, carries -0.211; number 2, C, carries 0.379; number 3, C, carries -0.580; number 4, N, carries -0.371; number 5, C, carries 0.027; number 6, N, carries -0.482

The computed energies, referenced to the most stable structure and given in eV, are run w 0.375; run x 0.000.

Run w
This record from the OMol25 dataset describes a gas-phase ion, C5H9NO (charge +1). The level of theory is the ωB97M-V functional and the def2-TZVPD basis.

Geometry as XYZ:
```
16
Properties=species:S:1:pos:R:3
C 0.4637 0.2931 -1.1647
C -0.6080 -0.8722 -0.9454
C -0.3372 -1.7040 0.3052
C -1.3307 -2.4489 0.8732
C 0.6991 1.3440 -0.0033
N -0.0342 1.0954 1.1041
O 1.3801 2.2837 -0.2921
H 0.2870 0.7929 -2.1162
H 1.4584 -0.1755 -1.3116
H -1.5592 -0.3818 -0.7307
H -0.7109 -1.5831 -1.7777
H 0.6936 -1.5709 0.6309
H -1.3633 -3.4692 1.2557
H -2.3102 -1.9555 0.8841
H -0.6993 0.3544 1.1117
H -0.0396 1.6334 1.9586
```

Results
Charge: +1
Molar mass: 99.13 g/mol
Frontier orbital gap (spin up / spin down): 7.5 / 4.8 eV
Spin multiplicity: 2

Mulliken population analysis, charges in e, atoms 1 to 6: number 1, C, carries -0.598; number 2, C, carries -0.618; number 3, C, carries -0.159; number 4, C, carries -0.378; number 5, C, carries 0.499; number 6, N, carries -0.242

Run x
This record from the OMol25 dataset describes 2 unconnected molecules or ions with the total composition C5H9NO. The level of theory is the ωB97M-V functional and the def2-TZVPD basis.

Geometry as XYZ:
```
16
Properties=species:S:1:pos:R:3
C -0.7422 -0.9074 1.3727
C -0.8395 0.4689 1.6004
N 0.0913 1.1161 0.8060
C 0.7984 0.1964 0.1386
C 0.2319 -1.1014 0.4328
C 1.8232 0.4960 -0.8602
H -1.3100 -1.6419 1.9088
H -1.6063 1.0141 2.1413
H 0.4414 2.0576 0.9390
H 0.5422 -2.0900 0.1365
H 1.9342 1.5540 -1.0526
H 2.7853 0.0226 -0.6620
H 1.4838 0.0826 -1.8297
H -2.0584 -0.5658 -2.4356
H -0.8214 -0.4181 -1.5216
O -1.1212 -0.3372 -2.4304
```

Results
Charge: +1
Molar mass: 99.13 g/mol
Frontier orbital gap (spin up / spin down): 11.0 / 7.5 eV
Spin multiplicity: 2

Mulliken population analysis, charges in e, atoms 1 to 6: number 1, C, carries -0.034; number 2, C, carries -0.362; number 3, N, carries -0.023; number 4, C, carries 0.277; number 5, C, carries -0.465; number 6, C, carries -1.018

The computed energies, referenced to the most stable structure and given in eV, are run w 2.512; run x 0.000.

Run w
This record from the OMol25 dataset describes C4H7ClO2 in the gas phase. The level of theory is the ωB97M-V functional and the def2-TZVPD basis.

Geometry as XYZ:
```
14
Properties=species:S:1:pos:R:3
C -1.6668 -0.7590 -0.4208
O -0.5455 -1.2275 0.2837
C 0.5625 -0.4145 0.2547
C 1.7327 -1.0368 -0.0299
Cl 3.1947 -0.1111 -0.2238
C 0.4797 1.0324 0.5814
O -0.1716 1.6563 -0.4974
H -2.3955 -1.5785 -0.4091
H -1.4147 -0.5168 -1.4983
H -2.1408 0.0650 0.0614
H 1.8026 -2.0982 -0.1694
H 1.4234 1.4940 0.7601
H -0.1052 1.1139 1.5108
H -0.7555 2.3808 -0.2034
```

Results
Molar mass: 122.55 g/mol
Frontier orbital gap: 9.4 eV
SMILES: CO/C(=C/Cl)CO

Mulliken population analysis, charges in e, atoms 1 to 6: number 1, C, carries -0.636; number 2, O, carries -0.395; number 3, C, carries 0.467; number 4, C, carries -0.408; number 5, Cl, carries -0.208; number 6, C, carries -0.589

Run x
This record from the OMol25 dataset describes C4H7ClO2 in the gas phase. The level of theory is the ωB97M-V functional and the def2-TZVPD basis.

Geometry as XYZ:
```
14
Properties=species:S:1:pos:R:3
O 0.5295 1.5973 -0.9177
C 0.6592 1.0867 0.3822
C 1.7608 -0.0002 0.4929
C 0.6450 -1.1092 0.3846
O 0.5132 -1.6303 -0.9382
C -0.3552 -0.0002 0.7441
Cl -1.8981 -0.0125 -0.0183
H 0.8600 2.4985 -0.9648
H 0.6592 1.9667 1.0384
H 2.1398 0.0028 1.5321
H 2.4578 0.0278 -0.3295
H 0.6995 -1.8798 1.1834
H 1.3956 -1.9452 -1.1609
H -0.5458 -0.0574 1.8367
```

Results
Molar mass: 122.55 g/mol
Frontier orbital gap: 10.7 eV
SMILES: O[C@@H]1C[C@H](O)[C@@H]1Cl

Mulliken population analysis, charges in e, atoms 1 to 6: number 1, O, carries -0.548; number 2, C, carries 0.097; number 3, C, carries -0.855; number 4, C, carries -0.054; number 5, O, carries -0.498; number 6, C, carries -0.273

The computed energies, referenced to the most stable structure and given in eV, are run w 0.332; run x 0.000.